ORCA calculation (wB97M-V/def2-TZVPD) on a single C6H6 molecule in a non-equilibrium geometry.

Geometry (Å):
C 3.059 0.124 0.380
C 1.885 -0.034 0.590
C 0.464 -0.246 0.851
C -0.333 -0.480 -0.400
C -1.607 -0.191 -0.421
C -2.613 0.573 -0.730
H 4.103 0.262 0.211
H 0.050 0.614 1.393
H 0.341 -1.118 1.502
H -1.792 1.001 -1.381
H 0.139 -0.866 -1.299
H -3.695 0.361 -0.698

As for the SMILES: C#CCC=C=C. Its maximum force is 3.37 eV/Å. As for the HOMO-LUMO gap: 0.35572 Ha. Its energy above the lowest of the compared OMol25 structures with the same formula, charge and spin is 125.46 kcal/mol.



ORCA calculation (wB97M-V/def2-TZVPD) on a single C2H6N4S2 molecule in a non-equilibrium geometry.

Geometry (Å):
C -1.569 -0.533 1.160
C 1.501 0.134 -0.808
H -4.388 0.293 1.899
H -3.585 1.203 0.820
H -0.967 -1.385 1.264
H 1.342 1.172 -1.342
H 2.870 -1.605 -1.179
H 4.556 0.806 -1.949
N -3.503 0.571 1.744
N -2.671 -0.505 1.806
N 0.743 -0.524 -0.085
N 2.763 -0.496 -1.146
S -0.610 0.629 0.346
S 3.519 0.239 -2.529

As for the SMILES: N/N=C\S/N=C/NS. Its maximum force is 5.36 eV/Å. As for the HOMO-LUMO gap: 0.31572 Ha. Its energy above the lowest of the compared OMol25 structures with the same formula, charge and spin is 90.04 kcal/mol.



ORCA calculation (wB97M-V/def2-TZVPD) on 2 unconnected molecules or ions with the total composition C2H11NSi2 in a non-equilibrium geometry.

Geometry (Å):
C -0.717 -1.806 0.881
C -2.558 0.670 0.382
N 0.038 1.262 1.711
Si 2.713 0.637 -1.951
Si -0.900 0.113 1.101
H -1.138 -2.222 0.001
H 0.311 -2.113 0.944
H -1.239 -2.199 1.704
H -3.274 0.065 0.981
H -2.655 1.747 0.338
H -2.521 0.336 -0.580
H 0.806 0.852 2.266
H 3.852 1.167 -1.412
H 2.693 -0.845 -2.033
H 2.887 1.136 -3.238
H 1.703 1.200 -1.096

As for the SMILES: C[Si](C)=N.[SiH4]. Its maximum force is 3.12 eV/Å. As for the HOMO-LUMO gap: 0.36163 Ha. Its energy above the lowest of the compared OMol25 structures with the same formula, charge and spin is 30.78 kcal/mol.



ORCA calculation (wB97M-V/def2-TZVPD) on 2 unconnected molecules or ions with the total composition C3H7NO2 in a non-equilibrium geometry.

Geometry (Å):
C 1.191 0.331 0.116
C 0.961 -1.726 1.233
N 0.410 -0.813 0.415
H 2.173 0.351 0.582
H 0.725 1.269 0.297
H 1.225 0.237 -1.120
H 1.881 -1.674 1.731
H 0.425 -2.603 1.607
H -0.565 -0.628 0.365
O -3.021 0.490 -1.417
C -2.124 1.377 -1.318
O -1.106 1.140 -0.564
H -2.175 2.249 -1.925

As for the expectation value of S²: 0.756. Its maximum force is 6.94 eV/Å. Its spin multiplicity is 2. As for the HOMO-LUMO gap (spin up / spin down): 0.38037 / 0.29183 Ha. The net charge is +1. Its energy above the lowest of the compared OMol25 structures with the same formula, charge and spin is 56.19 kcal/mol.



ORCA calculation (wB97M-V/def2-TZVPD) on a single C24H36N2O5 molecule.

Geometry (Å):
C -3.623 -0.560 2.524
C -3.321 -2.048 2.482
O -2.872 -2.395 1.191
C -2.611 -3.769 1.056
C -2.235 -4.097 -0.385
H -2.259 -5.182 -0.503
H -2.977 -3.660 -1.053
C -0.850 -3.599 -0.804
N -0.800 -2.165 -1.015
C -1.192 -1.674 -2.200
O -1.636 -2.353 -3.106
C -0.989 -0.170 -2.348
N -1.254 0.566 -1.135
C -0.869 0.069 0.048
O -0.969 0.654 1.113
C -0.208 -1.313 -0.017
C 1.279 -1.082 -0.223
C 1.973 -1.577 -1.313
C 3.324 -1.313 -1.435
C 4.018 -0.545 -0.505
C 3.307 -0.022 0.595
C 1.958 -0.315 0.717
H 1.392 0.074 1.549
O 3.980 0.764 1.496
C 3.266 1.308 2.580
H 2.874 0.526 3.238
H 3.990 1.910 3.128
H 2.444 1.946 2.243
O 5.335 -0.374 -0.795
C 6.239 0.196 0.135
C 7.635 0.045 -0.452
H 8.368 0.476 0.225
H 7.864 -1.006 -0.604
H 7.691 0.553 -1.411
H 6.173 -0.324 1.097
H 6.006 1.255 0.293
H 3.885 -1.697 -2.272
H 1.480 -2.177 -2.061
H -0.373 -1.768 0.965
C -1.827 1.906 -1.246
C -3.142 2.018 -0.474
C -3.748 3.403 -0.681
C -2.773 4.483 -0.223
C -1.452 4.364 -0.977
C -0.844 2.980 -0.773
H 0.093 2.889 -1.327
H -0.634 2.822 0.285
H -0.753 5.127 -0.628
H -1.625 4.533 -2.043
H -3.207 5.471 -0.387
H -2.588 4.369 0.847
H -4.681 3.481 -0.120
H -3.981 3.547 -1.739
H -2.945 1.857 0.585
H -3.831 1.243 -0.815
H -2.032 2.071 -2.309
H -1.659 0.172 -3.140
H 0.047 -0.005 -2.682
H -0.098 -3.868 -0.060
H -0.597 -4.072 -1.758
H -3.510 -4.344 1.336
H -1.801 -4.073 1.742
H -4.223 -2.633 2.728
H -2.547 -2.301 3.226
H -4.392 -0.319 1.795
H -2.725 0.002 2.284
H -3.969 -0.282 3.516

As for the SMILES: CCOCCCN1C(=O)CN(C2CCCCC2)C(=O)[C@@H]1c1ccc(OCC)c(OC)c1. Its maximum force is 0.67 eV/Å. As for the HOMO-LUMO gap: 0.32343 Ha. Its energy above the lowest of the compared OMol25 structures with the same formula, charge and spin is 4.86 kcal/mol.



ORCA calculation (wB97M-V/def2-TZVPD) on a molecular structure, C6H14F2HfNP in a non-equilibrium geometry.

Geometry (Å):
C -1.988 -1.011 2.438
C -1.733 0.626 2.426
C -0.979 1.171 1.068
F -0.688 2.631 1.142
P 0.551 0.115 0.551
N 1.900 0.313 1.729
C 1.145 0.873 -1.141
C 0.273 0.187 -2.364
C 1.316 -0.713 -3.309
F -0.721 -0.751 -1.791
H -1.436 -1.519 3.344
H -3.164 -1.202 2.502
H -1.632 -1.546 1.459
H -1.248 1.027 3.435
H -2.825 1.109 2.405
H -1.770 1.046 0.184
H 1.825 -0.501 2.385
H 2.788 0.160 1.181
H 2.283 0.622 -1.367
H 0.992 2.029 -1.031
H -0.288 1.019 -2.985
H 1.672 -1.598 -2.610
H 2.204 -0.077 -3.735
H 0.724 -1.234 -4.201
Hf 0.801 -2.774 -1.715

Its maximum force is 5.91 eV/Å. As for the HOMO-LUMO gap: 0.17866 Ha. The net charge is +4.



ORCA calculation (wB97M-V/def2-TZVPD) on 2 unconnected molecules or ions with the total composition C5H14NO2 in a non-equilibrium geometry.

Geometry (Å):
C 1.376 -0.499 1.604
C -2.266 0.675 -0.304
C 0.727 2.263 -0.808
C 1.902 -1.610 -0.962
C 1.107 0.220 0.304
N -1.853 -0.536 0.368
O 0.858 1.423 0.422
O 1.462 -0.240 -0.827
H 1.638 -1.525 1.665
H 2.234 0.117 2.038
H 0.506 -0.494 2.333
H -2.291 1.534 0.420
H -1.554 0.817 -1.102
H -3.379 0.730 -0.689
H 1.122 3.231 -0.451
H -0.420 2.306 -0.852
H 0.982 1.811 -1.785
H 2.464 -1.779 -1.874
H 0.978 -2.181 -1.086
H 2.371 -2.062 -0.130
H -2.582 -0.759 1.106
H -2.001 -1.305 -0.349

Its maximum force is 3.79 eV/Å. As for the HOMO-LUMO gap: 0.36541 Ha. The net charge is +1. Its energy above the lowest of the compared OMol25 structures with the same formula, charge and spin is 76.96 kcal/mol.



ORCA calculation (wB97M-V/def2-TZVPD) on 2 unconnected molecules or ions with the total composition C2H5O3 in a non-equilibrium geometry.

Geometry (Å):
O 1.050 0.820 -0.134
C 0.320 0.661 0.880
O 0.540 1.038 2.045
C -1.128 0.105 0.624
H -1.259 -0.180 -0.415
H -1.336 -0.607 1.426
H -1.932 0.821 0.867
H 1.323 -0.169 -1.393
H 0.817 -1.532 -1.958
O 1.606 -0.958 -1.942

Its maximum force is 1.69 eV/Å. As for the HOMO-LUMO gap: 0.31775 Ha. The net charge is -1. Its energy above the lowest of the compared OMol25 structures with the same formula, charge and spin is 7.86 kcal/mol.



ORCA calculation (wB97M-V/def2-TZVPD) on 2 unconnected molecules or ions with the total composition C4H12N2O in a non-equilibrium geometry.

Geometry (Å):
C 0.094 -0.878 0.111
C 0.783 0.109 1.077
C -0.054 -0.180 -1.255
C -0.691 1.177 -1.155
N 0.906 -2.054 -0.027
N -0.091 1.265 1.245
O -1.192 -1.258 0.625
H -1.767 -0.484 0.630
H 0.983 -2.527 0.867
H 0.472 -2.701 -0.676
H -0.744 1.149 2.016
H 0.443 2.144 1.158
H 1.009 -0.408 2.017
H 1.718 0.439 0.624
H -0.676 -0.827 -1.885
H 0.934 -0.096 -1.704
H -0.698 1.720 -2.091
H 0.291 2.242 -0.771
H -1.720 1.168 -0.806

Its maximum force is 4.80 eV/Å. As for the HOMO-LUMO gap: 0.33463 Ha. Its energy above the lowest of the compared OMol25 structures with the same formula, charge and spin is 72.31 kcal/mol.